DFT (ωB97M-V/def2-TZVPD) results for a 8-piece molecular cluster, C42H58F14INO16 overall.

CARTESIAN COORDINATES (ANGSTROEM)
O: 5.42 0.93 -1.49
N: 4.43 1.28 -2.45
C: 3.55 2.32 -1.93
C: 2.08 1.90 -2.17
C: 1.89 0.51 -1.49
C: 0.64 0.39 -0.60
C: 0.12 -1.06 -0.59
I: 0.53 -2.18 1.17
C: 1.87 1.81 -3.71
C: 0.46 2.11 -4.26
C: -0.41 0.88 -4.47
F: -0.31 -0.04 -3.47
F: -0.01 0.24 -5.62
C: -1.92 1.18 -4.70
F: -2.52 0.07 -5.17
F: -2.01 2.13 -5.66
C: -2.69 1.70 -3.42
F: -1.85 1.76 -2.36
F: -3.13 2.95 -3.66
C: -3.89 0.83 -2.99
F: -4.82 0.88 -3.97
F: -3.49 -0.44 -2.83
C: -4.54 1.30 -1.64
F: -4.06 0.53 -0.64
F: -4.24 2.58 -1.36
C: -6.09 1.17 -1.61
F: -6.66 2.10 -2.36
F: -6.49 -0.03 -2.00
F: -6.48 1.35 -0.35
O: 1.19 2.82 -1.55
C: 1.31 4.15 -1.88
F: 1.99 4.84 -0.88
H: 5.46 -0.04 -1.57
H: 4.94 1.64 -3.25
H: 3.71 2.47 -0.86
H: 3.77 3.27 -2.44
H: 1.86 -0.29 -2.22
H: 2.76 0.29 -0.86
H: 0.89 0.69 0.42
H: -0.17 1.02 -0.95
H: 0.54 -1.65 -1.40
H: -0.97 -1.09 -0.71
H: 2.20 0.83 -4.08
H: 2.53 2.54 -4.19
H: 0.55 2.55 -5.26
H: -0.08 2.84 -3.65
H: 0.32 4.60 -1.97
H: 1.86 4.30 -2.82
O: 2.38 -4.81 3.94
C: 1.30 -5.30 3.86
C: 0.83 -6.64 4.38
C: -0.49 -6.85 3.64
C: -0.95 -5.42 3.40
O: 0.26 -4.66 3.26
H: 0.68 -6.55 5.46
H: 1.57 -7.40 4.19
H: -1.22 -7.45 4.17
H: -0.29 -7.34 2.68
H: -1.52 -5.01 4.24
H: -1.52 -5.30 2.48
O: 2.58 2.09 3.12
C: 2.76 1.03 3.65
C: 4.08 0.37 3.99
C: 3.68 -1.08 4.25
C: 2.24 -0.92 4.74
O: 1.74 0.24 4.05
H: 4.48 0.86 4.88
H: 4.79 0.49 3.17
H: 4.31 -1.61 4.96
H: 3.68 -1.64 3.31
H: 2.18 -0.73 5.81
H: 1.62 -1.77 4.48
O: 6.95 -1.16 -3.27
C: 7.64 -0.31 -3.74
C: 8.90 0.29 -3.16
C: 9.08 1.56 -4.00
C: 8.43 1.16 -5.32
O: 7.38 0.24 -4.95
H: 9.71 -0.42 -3.30
H: 8.76 0.49 -2.10
H: 10.12 1.87 -4.11
H: 8.53 2.38 -3.55
H: 9.12 0.64 -5.98
H: 7.99 1.99 -5.85
O: -5.49 4.95 5.00
C: -5.58 4.07 4.20
C: -4.52 3.06 3.79
C: -5.09 2.49 2.49
C: -6.59 2.66 2.70
O: -6.72 3.84 3.52
H: -4.46 2.30 4.57
H: -3.56 3.54 3.68
H: -4.80 1.47 2.28
H: -4.76 3.11 1.65
H: -7.03 1.82 3.23
H: -7.13 2.82 1.77
O: 0.53 -4.86 -1.07
C: -0.66 -4.89 -1.17
C: -1.52 -4.29 -2.26
C: -2.91 -4.27 -1.62
C: -2.83 -5.46 -0.66
O: -1.45 -5.52 -0.25
H: -1.48 -4.94 -3.13
H: -1.16 -3.30 -2.52
H: -3.73 -4.35 -2.33
H: -3.04 -3.35 -1.05
H: -3.08 -6.40 -1.15
H: -3.45 -5.34 0.22
O: -7.73 4.42 10.97
C: -7.14 4.79 10.00
C: -5.84 5.58 9.95
C: -5.81 6.09 8.51
C: -6.60 5.01 7.78
O: -7.56 4.53 8.75
H: -5.02 4.90 10.16
H: -5.85 6.37 10.70
H: -4.82 6.24 8.10
H: -6.35 7.04 8.45
H: -5.96 4.18 7.48
H: -7.13 5.37 6.91
O: 3.32 -1.51 -3.40
C: 3.03 -2.39 -4.16
C: 3.78 -3.67 -4.45
C: 3.14 -4.15 -5.75
C: 1.73 -3.57 -5.63
O: 1.88 -2.35 -4.89
H: 3.60 -4.36 -3.62
H: 4.84 -3.47 -4.53
H: 3.14 -5.23 -5.88
H: 3.65 -3.71 -6.60
H: 1.06 -4.23 -5.07
H: 1.28 -3.34 -6.59

Its highest occupied orbital energy is -0.3143 Eh. For the frontier orbital gap, the calculation gives 8.842 eV. Its structure (SMILES) is ONC[C@](CCCI)(CCC(F)(F)C(F)(F)C(F)(F)C(F)(F)C(F)(F)C(F)(F)F)OCF.O=C1CCCO1.O=C1CCCO1.O=C1CCCO1.O=C1CCCO1.O=C1CCCO1.O=C1CCCO1.O=C1CCCO1.



DFT (ωB97M-V/def2-TZVPD) results for C33H33BrCl2GdIN2O3S6 as an isolated structure.

CARTESIAN COORDINATES (ANGSTROEM)
Gd: -0.21 -0.94 2.01
Cl: 2.13 -0.91 3.79
C: 3.25 -2.23 3.78
C: 4.35 -2.16 4.60
C: 5.26 -3.21 4.64
C: 5.03 -4.32 3.84
C: 3.92 -4.37 3.01
Cl: 3.70 -5.79 2.05
C: 2.97 -3.33 2.93
S: 1.63 -3.39 1.86
H: 4.50 -1.28 5.22
H: 6.13 -3.16 5.28
H: 5.72 -5.16 3.85
S: -1.33 -3.31 3.27
S: -2.87 -2.62 4.33
S: -4.08 -1.40 3.14
S: -3.00 -0.06 2.09
C: 3.58 2.81 -4.22
C: 2.26 2.10 -4.53
C: 2.55 0.81 -5.31
C: 1.43 3.03 -5.42
C: 1.52 1.75 -3.23
C: 2.17 1.02 -2.25
C: 1.49 0.67 -1.11
Br: 2.38 -0.28 0.30
C: 0.13 0.97 -0.84
O: -0.44 0.55 0.24
C: -0.50 1.77 -1.83
C: 0.20 2.12 -2.98
C: -1.94 2.23 -1.61
C: -2.44 3.16 -2.72
C: -2.87 1.01 -1.56
C: -2.03 3.00 -0.28
H: 4.09 3.09 -5.15
H: 4.26 2.16 -3.66
H: 3.41 3.71 -3.63
H: 3.11 1.02 -6.22
H: 1.61 0.32 -5.59
H: 3.12 0.11 -4.70
H: 2.01 3.28 -6.32
H: 1.18 3.95 -4.90
H: 0.51 2.55 -5.75
H: 3.20 0.71 -2.35
H: -0.32 2.70 -3.72
H: -2.48 2.65 -3.69
H: -1.81 4.05 -2.82
H: -3.45 3.49 -2.48
H: -2.83 0.45 -2.50
H: -3.91 1.33 -1.39
H: -2.58 0.35 -0.75
H: -1.41 3.90 -0.32
H: -1.68 2.37 0.53
H: -3.06 3.30 -0.08
I: -3.63 5.54 6.90
C: -2.59 4.01 5.88
C: -1.88 3.07 6.61
C: -1.22 2.06 5.93
C: -1.25 2.00 4.55
C: -1.96 2.96 3.83
C: -2.64 3.97 4.49
C: -0.53 0.90 3.82
O: -0.71 -0.29 4.20
O: 0.23 1.20 2.86
H: -1.85 3.13 7.69
H: -0.68 1.30 6.49
H: -1.99 2.90 2.75
H: -3.20 4.71 3.94
N: -1.30 -5.89 -3.62
C: -2.28 -5.22 -2.90
S: -3.89 -5.59 -3.24
C: -1.86 -4.24 -1.96
C: -0.49 -3.89 -1.78
C: -0.13 -2.97 -0.82
N: -1.00 -2.35 0.00
C: -2.30 -2.66 -0.18
C: -2.76 -3.56 -1.11
H: -1.64 -6.69 -4.12
H: -0.40 -6.00 -3.18
H: 0.29 -4.31 -2.40
H: 0.92 -2.72 -0.70
H: -3.01 -2.15 0.46
H: -3.82 -3.76 -1.19

Its net charge is -2. Its highest occupied orbital energy (alpha / beta) is -0.0124 / -0.0980 Eh. For the frontier orbital gap (alpha / beta), the calculation gives 3.319 / 5.133 eV. Its spin multiplicity is 8. The energy above the lowest of the compared OMol25 structures with the same formula, charge and spin is 54.4 kcal per mole.



DFT (ωB97M-V/def2-TZVPD) results for C12H18N2 as an isolated structure.

CARTESIAN COORDINATES (ANGSTROEM)
C: 1.43 2.29 0.94
C: 2.06 0.90 0.82
C: 2.70 0.78 -0.63
C: 2.31 -1.41 -1.01
C: 1.53 -1.62 0.31
C: -0.32 -0.18 0.43
C: -1.25 -1.23 0.90
C: -2.63 -0.97 0.63
C: -3.12 -0.08 -0.30
C: -4.66 0.53 -0.43
C: -2.21 0.61 -1.03
C: -0.87 0.59 -0.54
H: 2.17 3.47 0.42
H: 0.13 2.31 0.46
H: 1.46 2.76 2.15
H: 2.77 0.75 1.50
H: 3.20 1.96 -1.04
H: 1.66 0.71 -1.35
H: 4.15 -0.41 -0.59
H: 1.29 -1.18 -1.70
H: 2.75 -2.38 -1.35
H: 0.69 -2.43 0.16
H: 2.11 -2.35 1.19
H: -1.58 -2.40 1.48
H: -3.40 -1.37 1.33
H: -4.68 1.01 0.73
H: -5.38 -0.32 -0.34
H: -4.74 1.16 -1.46
H: -2.51 1.34 -1.72
H: -0.27 1.24 -1.25
N: 3.30 -0.33 -0.91
N: 1.02 -0.41 1.03

Its highest occupied orbital energy is -0.2894 Eh. For the frontier orbital gap, the calculation gives 8.716 eV. The energy above the lowest of the compared OMol25 structures with the same formula, charge and spin is 265.4 kcal per mole.



DFT (ωB97M-V/def2-TZVPD) results for C14H16AlCl28F3NO as an isolated structure.

CARTESIAN COORDINATES (ANGSTROEM)
C: 2.05 -1.76 0.14
C: 1.31 -0.96 -1.05
C: 0.33 -1.88 -1.92
Al: -1.67 -1.63 -1.46
C: -2.17 -3.16 -0.19
N: -3.59 -3.61 -0.26
C: -4.02 -3.96 -1.64
C: -2.04 0.26 -0.70
O: -3.45 0.68 -0.71
C: -4.23 -0.03 0.19
F: -5.09 0.92 0.81
F: -5.08 -0.87 -0.51
F: -3.55 -0.64 1.22
H: 1.30 -2.11 0.93
H: 2.59 -2.68 -0.23
H: 2.77 -1.06 0.68
H: 0.71 -0.10 -0.61
H: 2.12 -0.48 -1.69
H: 0.50 -1.61 -3.02
H: 0.59 -2.98 -1.78
H: -2.49 -1.81 -2.81
H: -1.53 -4.08 -0.49
H: -1.88 -2.92 0.89
H: -3.82 -4.33 0.42
H: -4.54 -3.06 -2.12
H: -3.11 -4.20 -2.27
H: -4.76 -4.83 -1.61
H: -1.52 0.45 0.31
H: -1.50 0.98 -1.42
C: 3.56 2.82 -2.68
Cl: 2.33 2.41 -1.48
Cl: 4.02 1.36 -3.58
Cl: 2.91 4.03 -3.81
Cl: 4.99 3.49 -1.87
C: 0.90 -0.26 4.02
Cl: 0.16 0.17 5.58
Cl: 2.25 0.84 3.69
Cl: 1.50 -1.93 4.08
Cl: -0.31 -0.11 2.73
C: 0.05 -6.36 1.15
Cl: 0.53 -5.72 -0.43
Cl: -0.30 -5.02 2.25
Cl: -1.39 -7.37 0.96
Cl: 1.38 -7.34 1.82
C: -4.13 4.36 -2.06
Cl: -3.69 3.53 -3.57
Cl: -5.62 5.29 -2.31
Cl: -4.38 3.16 -0.78
Cl: -2.82 5.47 -1.59
C: 3.42 -4.46 6.60
Cl: 3.07 -5.14 5.00
Cl: 1.94 -4.49 7.59
Cl: 4.69 -5.41 7.40
Cl: 3.97 -2.78 6.42
C: 6.63 6.20 -4.47
Cl: 5.88 6.62 -2.92
Cl: 7.99 7.30 -4.80
Cl: 7.22 4.53 -4.41
Cl: 5.43 6.35 -5.77
C: -1.28 7.98 1.63
Cl: -0.84 7.15 0.13
Cl: -2.77 8.90 1.39
Cl: -1.53 6.78 2.92
Cl: 0.03 9.09 2.10

Its net charge is -1. Its highest occupied orbital energy is -0.1623 Eh. For the frontier orbital gap, the calculation gives 5.779 eV.